Formula: C27H30N6O2RbS3
Source: the Open Molecules 2025 dataset
Level of theory: the ωB97M-V functional and the def2-TZVPD basis

Total charge = -1
Kohn-Sham gap = 6.693 eV

Positions of all 69 atoms, in Å:
Rb1 -0.814 0.523 -0.741
C1 1.084 3.150 -2.465
C2 -0.382 2.926 -2.218
N1 -0.852 3.366 -1.106
N2 -2.213 3.352 -0.900
C3 -2.711 2.981 0.231
S1 -1.999 2.212 1.595
S2 -4.466 3.448 0.376
C4 -4.196 4.837 1.536
C5 -3.565 6.030 0.877
C6 -2.178 6.125 0.783
C7 -1.586 7.180 0.102
C8 -2.371 8.164 -0.484
C9 -3.756 8.085 -0.385
C10 -4.345 7.022 0.286
C11 -1.160 2.181 -3.252
C12 -2.287 2.777 -3.825
C13 -3.050 2.122 -4.777
C14 -2.687 0.824 -5.140
C15 -1.595 0.203 -4.569
C16 -0.776 0.846 -3.602
O1 0.226 0.246 -3.040
H1 1.571 2.192 -2.655
H2 1.537 3.647 -1.608
H3 1.215 3.772 -3.355
H4 -3.568 4.437 2.333
H5 -5.181 5.071 1.940
H6 -1.562 5.347 1.224
H7 -0.506 7.225 0.021
H8 -1.909 8.985 -1.020
H9 -4.377 8.850 -0.837
H10 -5.426 6.949 0.338
H11 -2.554 3.780 -3.512
H12 -3.915 2.602 -5.216
H13 -3.271 0.291 -5.882
H14 -1.323 -0.808 -4.855
C17 3.332 -2.257 1.751
O2 3.282 -1.161 0.837
H15 4.308 -2.222 2.237
H16 3.238 -3.215 1.233
H17 2.557 -2.180 2.518
H18 2.458 -1.251 0.329
S3 0.915 -0.274 4.133
C18 1.485 1.072 3.321
N3 2.696 1.169 2.719
C19 2.836 2.398 1.941
C20 1.509 3.128 2.216
N4 0.845 2.252 3.183
H19 3.141 0.320 2.405
H20 2.972 2.179 0.882
H21 3.696 2.973 2.285
H22 0.904 3.234 1.317
H23 1.660 4.115 2.651
H24 -0.163 2.271 3.235
N5 1.518 -3.388 -2.620
C21 1.279 -2.216 -1.965
N6 0.918 -2.399 -0.719
C22 0.910 -3.781 -0.542
C23 0.595 -4.534 0.587
C24 0.668 -5.912 0.487
C25 1.048 -6.539 -0.710
C26 1.367 -5.804 -1.838
C27 1.285 -4.420 -1.729
H25 1.756 -3.471 -3.591
H26 1.326 -1.254 -2.469
H27 0.310 -4.043 1.510
H28 0.430 -6.523 1.349
H29 1.090 -7.620 -0.751
H30 1.673 -6.287 -2.759

Atom-resolved charges from natural (NBO), all expressed in e: 0.94 -0.66 0.26 -0.32 -0.41 -0.07 -0.52 0.19 -0.57 0.07 -0.23 -0.20 -0.23 -0.22 -0.24 -0.29 -0.08 -0.33 -0.19 -0.32 0.37 -0.89 0.24 0.21 0.22 0.25 0.22 0.23 0.21 0.20 0.20 0.20 0.21 0.20 0.19 0.20 -0.27 -0.76 0.17 0.16 0.19 0.49 -0.33 0.31 -0.61 -0.23 -0.24 -0.60 0.43 0.20 0.19 0.23 0.19 0.44 -0.54 0.22 -0.55 0.15 -0.22 -0.23 -0.22 -0.24 0.08 0.42 0.27 0.23 0.21 0.21 0.21